No. 1
{"formula": "C7H12N4", "method": "the ωB97M-V functional and the def2-TZVPD basis", "gap_ev": 9.433, "charge": 2, "e_lumo_ev": -9.24, "symbols": ["C", "C", "C", "C", "C", "C", "C", "N", "N", "N", "N", "H", "H", "H", "H", "H", "H", "H", "H", "H", "H", "H", "H"], "coordinates": [[-2.07028, -1.51414, 0.50294], [0.18812, -1.23508, 0.08833], [0.17472, 0.78983, 0.21771], [-2.62631, -0.51736, -0.50925], [2.59662, 0.35294, 0.56644], [-2.36738, 0.81539, 0.15262], [2.62025, -0.89045, -0.34167], [-0.82987, -1.74252, 0.59537], [1.42777, 1.18504, 0.28444], [1.35687, -1.66104, -0.24662], [-0.97807, 1.35583, -0.03769], [-2.77383, -2.05847, 1.32772], [-2.26807, -0.73379, -1.53002], [-3.64152, -0.57222, -0.73297], [2.50573, -0.04975, 1.53180], [3.36481, 1.06222, 0.29832], [-2.89657, 1.69236, -0.33092], [-2.62510, 0.92096, 1.31993], [2.65413, -0.41760, -1.26106], [3.35390, -1.47342, 0.02030], [1.65143, 2.19474, 0.49448], [1.53505, -2.62832, -0.57928], [-0.85410, 2.32156, 0.08913]], "forces_ev_per_angstrom": [[-2.82, -1.29, 1.31], [2.97, 5.95, 0.10], [1.16, -5.44, -0.99], [1.32, -0.77, 0.38], [-1.22, -1.01, -1.34], [-0.16, 3.04, 0.96], [-3.49, 3.65, 0.77], [-2.29, -2.11, 0.72], [-1.66, 2.55, 0.69], [0.69, -1.22, -0.79], [1.84, -1.32, 1.15], [1.67, 1.49, -2.04], [0.87, 0.65, 0.45], [-2.12, -0.45, 0.57], [0.56, 0.36, 1.86], [1.01, -0.63, 0.60], [-0.19, -1.53, 0.44], [0.44, -0.72, -2.60], [0.84, -0.29, -2.56], [2.80, -2.23, 0.38], [-0.72, -1.13, -0.58], [-0.80, 0.39, 0.67], [-0.68, 2.05, -0.16]]}



No. 2
{"formula": "C39H35AsN3OPPtS", "method": "the ωB97M-V functional and the def2-TZVPD basis", "multiplicity": 5, "s2": 6.075, "gap_ev": [5.627, 5.659], "charge": 2, "e_lumo_ev": [-6.03, -8.25], "symbols": ["Pt", "O", "S", "N", "C", "C", "C", "C", "C", "C", "As", "C", "C", "C", "C", "C", "C", "C", "C", "C", "C", "C", "C", "H", "H", "H", "H", "H", "H", "H", "H", "H", "H", "H", "H", "H", "H", "H", "C", "C", "C", "N", "H", "H", "H", "H", "H", "N", "P", "C", "C", "C", "C", "C", "C", "C", "C", "C", "C", "C", "C", "C", "C", "C", "C", "C", "C", "H", "H", "H", "H", "H", "H", "H", "H", "H", "H", "H", "H", "H", "H", "H"], "coordinates": [[0.17153, 0.08863, -0.08580], [-2.21997, 3.52215, -0.33572], [-2.13069, 2.25384, -1.04963], [-1.62060, 1.05255, -0.21418], [6.48133, -2.10689, -0.81584], [6.06738, -1.02756, -0.04383], [4.72709, -0.87313, 0.26841], [3.80131, -1.80559, -0.19253], [4.20965, -2.88418, -0.96802], [5.55623, -3.02991, -1.27830], [1.95130, -1.60639, 0.27322], [1.12198, -3.27724, -0.23955], [1.18033, -4.41644, 0.55538], [0.58758, -5.59318, 0.12085], [-0.06026, -5.63802, -1.10625], [-0.11914, -4.50253, -1.90135], [0.46797, -3.32278, -1.46732], [1.90845, -1.58853, 2.17982], [0.99495, -0.62695, 2.88584], [0.28607, -1.31363, 4.03800], [0.98354, -2.23465, 4.74463], [2.24386, -2.69921, 4.29426], [2.61391, -2.46107, 2.95235], [7.52927, -2.22776, -1.05505], [6.79119, -0.30743, 0.31331], [4.41397, -0.02845, 0.87206], [3.49445, -3.61346, -1.32680], [5.87915, -3.86982, -1.87854], [1.67966, -4.40125, 1.51498], [0.63438, -6.47777, 0.74182], [-0.51895, -6.55820, -1.44202], [-0.62512, -4.53667, -2.85721], [0.41771, -2.43860, -2.09277], [1.66422, 0.11138, 3.38145], [-0.69571, -0.99420, 4.34891], [0.55564, -2.65348, 5.64635], [2.82474, -3.37313, 4.90727], [3.41095, -3.05332, 2.51549], [1.36273, -1.03894, -5.21744], [0.40319, 0.05997, -4.75130], [0.45550, 0.24484, -3.30137], [0.54837, 0.38677, -2.16708], [1.38591, -1.04805, -6.30462], [1.03339, -2.01850, -4.87509], [2.37293, -0.85895, -4.85448], [-0.63426, -0.16686, -5.00493], [0.63882, 1.02587, -5.20212], [0.12420, 0.17803, 2.01506], [-0.67711, 1.52266, 2.78223], [0.04361, 3.05869, 2.22826], [1.00329, 3.19052, 1.22749], [1.46611, 4.44891, 0.87750], [0.96974, 5.57734, 1.51114], [0.02766, 5.45093, 2.52316], [-0.42313, 4.19818, 2.89688], [-2.38986, 1.29757, 2.36424], [-3.21388, 2.40885, 2.19081], [-4.56754, 2.22042, 1.95349], [-5.09046, 0.93704, 1.89702], [-4.26740, -0.17054, 2.07156], [-2.91571, 0.00429, 2.30612], [-0.49535, 1.52826, 4.55390], [-1.56564, 1.18699, 5.38059], [-1.39761, 1.19793, 6.75645], [-0.16862, 1.53951, 7.30277], [0.89735, 1.89187, 6.48124], [0.73496, 1.89715, 5.10830], [1.41484, 2.32233, 0.73328], [2.22008, 4.54603, 0.10803], [1.32818, 6.55818, 1.22919], [-0.34726, 6.32824, 3.03212], [-1.13272, 4.11411, 3.71157], [-2.80725, 3.41120, 2.20772], [-5.20936, 3.07879, 1.80944], [-6.14718, 0.79597, 1.71255], [-4.67898, -1.16910, 2.01770], [-2.27512, -0.86291, 2.41031], [-2.52743, 0.92209, 4.95953], [-2.22794, 0.94462, 7.40119], [-0.04174, 1.54575, 8.37718], [1.84677, 2.17580, 6.91394], [1.55605, 2.21002, 4.47292]], "forces_ev_per_angstrom": [[0.45, 0.25, 0.68], [0.00, 0.47, 0.21], [-0.04, 0.21, -0.64], [0.21, -0.66, 0.22], [0.00, 0.01, 0.00], [0.02, -0.01, -0.01], [0.00, 0.06, -0.01], [0.04, 0.06, -0.05], [0.03, 0.00, -0.05], [-0.02, 0.00, 0.01], [-0.40, 0.02, -0.02], [0.07, -0.02, 0.03], [0.00, -0.02, 0.02], [-0.01, 0.00, -0.02], [0.01, 0.01, 0.01], [-0.01, -0.01, 0.00], [-0.01, 0.01, -0.04], [0.00, 0.08, 0.01], [0.01, 0.05, 0.04], [0.05, -0.10, -0.06], [-0.01, 0.01, 0.00], [0.00, 0.00, -0.02], [0.01, -0.06, 0.06], [0.00, 0.01, 0.00], [0.00, 0.00, 0.01], [-0.03, -0.02, 0.01], [-0.02, 0.00, 0.02], [0.00, 0.00, 0.01], [0.00, 0.02, -0.01], [0.00, 0.00, 0.00], [0.00, 0.00, 0.00], [0.00, 0.00, 0.00], [0.00, 0.00, 0.01], [0.03, -0.02, -0.03], [0.00, -0.04, -0.03], [0.00, 0.01, 0.00], [0.01, 0.00, -0.01], [0.00, 0.01, -0.01], [0.01, -0.02, -0.03], [-0.05, 0.07, 0.17], [0.18, 0.12, -0.09], [-0.42, -0.36, 0.50], [-0.01, -0.01, 0.00], [0.01, 0.00, 0.02], [0.01, 0.01, -0.02], [0.01, -0.01, -0.04], [0.03, 0.00, 0.00], [-0.05, 0.16, -0.72], [0.13, -0.35, -0.32], [-0.02, 0.14, -0.05], [-0.01, -0.07, 0.01], [0.02, -0.01, -0.02], [-0.01, 0.01, 0.01], [0.01, 0.01, 0.02], [-0.03, 0.00, -0.03], [-0.09, 0.15, 0.07], [-0.07, 0.03, 0.05], [0.03, 0.00, 0.02], [-0.03, 0.03, -0.01], [0.09, -0.02, 0.03], [-0.11, -0.07, 0.03], [0.07, 0.00, 0.07], [-0.04, 0.03, 0.03], [0.00, 0.00, -0.02], [0.03, 0.00, 0.01], [-0.03, -0.02, 0.01], [-0.02, 0.04, 0.00], [-0.03, -0.10, -0.06], [0.00, 0.00, 0.00], [0.00, 0.00, -0.01], [0.00, 0.00, 0.00], [0.01, -0.02, 0.00], [-0.03, -0.05, 0.00], [0.00, 0.00, -0.01], [0.00, 0.00, 0.00], [0.00, 0.00, 0.00], [0.03, 0.00, 0.02], [0.01, 0.00, -0.02], [0.00, 0.00, 0.00], [0.00, 0.00, 0.00], [0.00, 0.00, 0.00], [-0.01, 0.00, -0.01]]}



Computed values of ΔE to the lowest compared entry with this formula, charge and spin (unit: kJ/mol) for the preceding records, in sequence: 418.8; 93.8.